[1]
Here is a molecular structure, C41H34N2O3P2PdS2 from the Open Molecules 2025 dataset. Energies are from wB97M-V/def2-TZVPD.

Output
E_LUMO = -0.076 eV
Energy above the lowest of the compared OMol25 structures with the same formula, charge and spin = 0.0 kcal per mole
HOMO energy = -6.9 eV
2S+1 = 1
Gap between HOMO and LUMO = 6.85 eV

Positions of all 85 atoms, in Å:
Pd (0.68081, -0.62337, -1.00483)
C (-0.00430, 1.22434, 5.66123)
C (-1.01995, 0.59671, 4.94835)
C (-0.74372, 0.00664, 3.72691)
C (0.55198, 0.01844, 3.20145)
C (1.56318, 0.64082, 3.92608)
C (1.28152, 1.24545, 5.14616)
P (0.80644, -0.72120, 1.54815)
C (2.62686, -0.87214, 1.52115)
C (3.33996, 0.20531, 0.99274)
C (4.72561, 0.18122, 0.96495)
C (5.41027, -0.92416, 1.45098)
C (4.70581, -2.00174, 1.96761)
C (3.31855, -1.97456, 2.00982)
C (0.19740, -2.41788, 1.73965)
C (0.07514, -3.08461, 2.93089)
C (-0.43906, -4.39592, 2.96414)
C (-0.84474, -5.00420, 1.81051)
C (-0.76212, -4.33753, 0.56431)
C (-1.24894, -4.92374, -0.62784)
C (-1.22092, -4.21724, -1.79638)
C (-0.66872, -2.91771, -1.84239)
C (-0.14724, -2.33458, -0.71466)
C (-0.21906, -3.02609, 0.52558)
H (-0.21690, 1.69230, 6.61382)
H (-2.02755, 0.57036, 5.34384)
H (-1.54264, -0.47718, 3.17459)
H (2.57362, 0.66024, 3.54179)
H (2.07881, 1.72851, 5.69672)
H (2.80769, 1.05548, 0.57640)
H (5.26721, 1.01650, 0.54055)
H (6.49167, -0.95102, 1.41312)
H (5.23650, -2.87061, 2.33596)
H (2.77736, -2.82250, 2.41108)
H (0.37262, -2.59912, 3.85264)
H (-0.52195, -4.91297, 3.91145)
H (-1.26048, -6.00469, 1.83592)
H (-1.66608, -5.92267, -0.58990)
H (-1.62266, -4.65225, -2.70443)
H (-0.63690, -2.37450, -2.78135)
O (1.55067, 1.24478, -2.00900)
S (1.10112, 1.06012, -3.41389)
O (2.12051, 1.34075, -4.40099)
O (0.44580, -0.23333, -3.58230)
C (-0.20350, 2.25253, -3.62670)
C (-0.18710, 3.06181, -4.75163)
C (-1.22228, 3.95707, -4.97427)
C (-2.26943, 4.03442, -4.06817)
C (-2.27441, 3.22581, -2.94053)
C (-1.24232, 2.32217, -2.69806)
P (-1.22105, 1.31501, -1.15756)
C (-0.65011, 2.54523, 0.05126)
C (0.21830, 3.57394, -0.31142)
C (0.77027, 4.39723, 0.65837)
C (0.47166, 4.20138, 1.99988)
C (-0.38781, 3.17803, 2.37049)
C (-0.94063, 2.35517, 1.40074)
C (-2.98143, 1.05920, -0.77873)
C (-3.80195, 1.98313, -0.13151)
C (-5.13367, 1.68446, 0.11332)
C (-5.65888, 0.46229, -0.28642)
C (-4.84826, -0.46595, -0.92297)
C (-3.51287, -0.17168, -1.16032)
H (0.64150, 2.97877, -5.44144)
H (-1.20924, 4.58786, -5.85339)
H (-3.08447, 4.72757, -4.23197)
H (-3.09666, 3.30095, -2.24100)
H (0.47701, 3.72521, -1.35080)
H (1.44247, 5.19246, 0.36228)
H (0.91059, 4.84196, 2.75419)
H (-0.61665, 3.00240, 3.41406)
H (-1.61034, 1.55904, 1.70096)
H (-3.39419, 2.93396, 0.18906)
H (-5.76321, 2.40673, 0.61730)
H (-6.69846, 0.23074, -0.09317)
H (-5.24983, -1.42475, -1.22442)
H (-2.87003, -0.90599, -1.63471)
N (3.04335, -1.59922, -4.33612)
C (2.62066, -2.24796, -3.24972)
N (2.03016, -3.43747, -3.42360)
S (2.90239, -1.62771, -1.69559)
H (2.73860, -1.89401, -5.24975)
H (3.24402, -0.61239, -4.23898)
H (1.69729, -3.72640, -4.32841)
H (1.62735, -3.87347, -2.61111)

Forces on the atoms, in the same order (eV/Å):
0.2 0.4 0.0
0.0 0.0 0.0
0.0 0.0 0.0
0.0 0.0 0.0
-0.2 -0.1 0.1
-0.1 0.0 0.0
0.0 0.0 0.0
0.5 0.2 -0.2
0.0 0.0 0.1
0.0 0.0 0.0
0.0 0.0 0.0
0.0 0.0 0.0
0.0 0.0 0.0
0.0 0.0 0.0
0.0 0.0 0.1
0.1 0.1 0.0
0.0 -0.1 0.0
0.0 0.0 0.0
0.0 0.1 0.0
0.0 0.0 0.0
0.0 -0.1 0.0
0.0 0.1 0.1
-0.3 -0.2 -0.1
-0.1 -0.1 0.1
0.0 0.0 0.0
0.0 0.0 0.0
0.0 0.0 0.0
0.0 0.0 0.0
0.0 0.0 0.0
0.0 0.0 0.0
0.0 0.0 0.0
0.0 0.0 0.0
0.0 0.0 0.0
0.0 0.0 0.0
0.0 0.0 0.0
0.0 0.0 0.0
0.0 0.0 0.0
0.0 0.0 0.0
0.0 0.0 0.0
0.0 0.0 0.0
-0.1 0.0 0.0
-0.1 -0.1 0.0
0.1 0.1 0.2
-0.1 0.0 -0.3
0.1 0.0 -0.1
0.0 0.0 0.0
0.0 0.0 0.0
0.0 0.0 0.0
0.0 0.0 0.0
-0.2 0.1 0.0
0.2 -0.3 -0.1
0.0 0.0 0.1
0.0 0.0 0.0
0.0 0.0 0.0
0.0 0.0 0.0
0.0 0.0 0.0
0.0 0.1 0.0
0.0 0.0 0.0
0.0 0.0 0.0
0.0 0.0 0.0
0.0 0.0 0.0
0.0 0.0 0.0
0.0 0.0 0.0
0.0 0.0 0.0
0.0 0.0 0.0
0.0 0.0 0.0
0.0 0.0 0.0
0.0 0.0 0.0
0.0 0.0 0.0
0.0 0.0 0.0
0.0 0.0 0.0
0.0 0.0 0.0
0.0 0.0 0.0
0.0 0.0 0.0
0.0 0.0 0.0
0.0 0.0 0.0
0.0 0.0 0.0
0.1 0.0 0.0
-0.1 0.0 -0.2
0.0 0.0 0.0
-0.1 -0.2 0.3
0.0 0.0 0.0
0.0 0.0 0.0
0.0 0.0 0.0
0.0 0.0 0.0



[2]
Here is a molecular structure, C41H35N6P2SSeTeV at a distorted geometry from the Open Molecules 2025 dataset. Energies are from wB97M-V/def2-TZVPD.

Output
Total charge = +2
E_LUMO (spin up / spin down) = -7.651 / -7.682 eV
⟨S²⟩ = 2.099
HOMO energy (spin up / spin down) = -12.0 / -12.0 eV
2S+1 = 3
Gap between HOMO and LUMO (spin up / spin down) = 4.35 / 4.30 eV

Positions of all 88 atoms, in Å:
V (0.51062, 0.12624, -0.50136)
Te (2.91969, 3.06492, -0.62340)
C (4.05355, 3.71302, 0.99887)
C (3.48021, 4.57669, 1.91958)
C (4.23184, 4.88591, 3.04676)
N (5.44909, 4.39827, 3.27952)
C (5.98240, 3.59306, 2.36418)
C (5.33066, 3.21559, 1.19342)
C (1.73414, 1.67918, 0.35899)
P (2.38921, 0.14156, 0.97246)
C (2.50844, 0.10715, 2.76193)
C (2.08101, -1.03556, 3.43372)
C (2.22486, -1.12508, 4.81244)
C (2.79804, -0.07666, 5.51674)
C (3.22894, 1.06672, 4.85012)
C (3.08417, 1.15965, 3.47633)
C (4.08614, -0.01145, 0.33242)
C (4.30254, -0.00234, -1.04970)
C (5.58844, -0.07513, -1.56522)
C (6.67106, -0.19264, -0.70264)
C (6.46181, -0.24319, 0.66788)
C (5.17555, -0.15122, 1.18667)
P (0.04527, 1.98132, 0.86278)
C (-0.40230, 3.57250, 0.11291)
C (-0.35136, 3.70439, -1.27863)
C (-0.62480, 4.92219, -1.88271)
C (-0.97366, 6.01786, -1.10376)
C (-1.06287, 5.88468, 0.27382)
C (-0.78279, 4.66669, 0.88247)
C (-0.23302, 2.06901, 2.62779)
C (-1.15549, 1.17012, 3.16043)
C (-1.44230, 1.19180, 4.51921)
C (-0.80283, 2.10481, 5.34452)
C (0.12508, 3.00014, 4.81977)
C (0.40893, 2.98248, 3.46593)
H (2.49298, 5.00149, 1.78312)
H (3.83197, 5.55974, 3.79626)
H (6.97990, 3.22233, 2.57099)
H (5.80922, 2.54358, 0.49328)
H (1.64680, -1.86233, 2.88229)
H (1.89553, -2.01320, 5.33482)
H (2.91302, -0.14945, 6.59004)
H (3.67929, 1.88040, 5.40307)
H (3.42062, 2.05315, 2.95788)
H (3.45936, 0.02936, -1.72919)
H (5.74421, -0.06182, -2.63582)
H (7.67490, -0.26374, -1.09968)
H (7.30189, -0.35256, 1.34093)
H (5.03004, -0.18222, 2.25788)
H (-0.14809, 2.84306, -1.90843)
H (-0.58935, 5.00887, -2.96033)
H (-1.19832, 6.96669, -1.57192)
H (-1.35939, 6.72900, 0.88163)
H (-0.87404, 4.57593, 1.95544)
H (-1.65618, 0.46267, 2.50901)
H (-2.16480, 0.50060, 4.93191)
H (-1.02726, 2.12226, 6.40276)
H (0.62455, 3.70556, 5.47030)
H (1.14472, 3.66878, 3.06100)
C (-4.13849, -4.05227, -1.75685)
C (-3.15221, -3.16897, -2.44690)
C (-2.56188, -3.43980, -3.65230)
C (-1.65869, -2.51099, -4.17946)
N (-1.34539, -1.37630, -3.53857)
C (-1.89562, -1.13830, -2.36756)
S (-1.64510, 0.34663, -1.46359)
N (-2.78663, -2.01664, -1.84002)
C (-1.01743, -2.74965, -5.50483)
H (-4.82591, -4.48602, -2.48009)
H (-4.71422, -3.51481, -1.00454)
H (-3.60292, -4.86514, -1.26500)
H (-2.80238, -4.35006, -4.18274)
H (-3.21144, -1.75850, -0.95581)
H (-0.60434, -3.75761, -5.55662)
H (-0.23992, -2.01339, -5.68639)
H (-1.77272, -2.67064, -6.29002)
Se (1.80949, -2.30929, -3.23588)
N (1.14328, -3.85916, -2.62404)
C (0.56455, -3.60884, -1.45105)
C (-0.05666, -4.51241, -0.56796)
C (-0.58897, -4.01745, 0.61772)
C (-0.52184, -2.66561, 0.94460)
N (0.06084, -1.77900, 0.12444)
C (0.60059, -2.24699, -1.01537)
N (1.19565, -1.34718, -1.80671)
H (-0.09165, -5.56842, -0.80304)
H (-1.05150, -4.69386, 1.32378)
H (-0.93614, -2.27588, 1.86478)

Forces on the atoms, in the same order (eV/Å):
0.1 1.3 0.4
0.2 0.8 -1.1
-0.3 -0.3 -0.1
0.4 0.0 0.3
0.0 0.1 0.0
0.0 -0.1 0.0
0.1 0.0 0.0
0.1 0.2 0.4
-0.3 -0.5 0.2
0.7 0.7 -0.1
-0.1 -0.3 0.2
0.0 0.0 0.1
0.0 0.0 0.0
0.0 0.1 0.0
-0.1 -0.1 0.0
0.0 0.1 -0.1
-0.1 -0.3 -0.1
0.1 -0.3 0.0
-0.2 -0.1 0.1
0.0 0.0 0.1
0.0 0.0 0.0
0.0 0.0 0.0
0.3 0.9 0.1
-0.2 -0.2 -0.1
-0.2 0.0 0.0
0.0 -0.1 0.1
0.0 -0.1 0.1
0.0 0.0 0.0
0.0 0.0 0.0
-0.2 -0.2 0.2
0.0 0.1 0.2
0.0 0.0 0.0
0.0 0.0 0.0
-0.1 -0.1 0.0
0.1 0.0 -0.1
0.1 0.0 -0.1
0.0 0.0 0.0
0.0 0.0 0.0
-0.1 0.0 0.0
0.0 0.0 0.0
0.0 0.0 0.0
0.0 0.0 0.0
0.0 0.0 0.0
0.0 -0.1 0.0
0.0 0.2 0.0
0.0 0.0 0.0
0.0 0.0 0.0
0.0 0.0 0.0
0.0 0.0 0.0
0.1 0.1 0.0
0.0 0.0 0.0
0.0 0.0 0.0
0.0 0.0 0.0
0.0 0.0 0.0
0.0 0.0 0.0
0.0 0.0 0.0
0.0 0.0 0.0
0.0 0.0 0.0
-0.1 0.0 0.0
0.1 0.1 0.0
-0.1 0.0 0.0
-0.1 -0.1 0.1
0.1 0.1 -0.1
0.2 -0.4 -0.2
-0.2 1.0 0.2
-0.5 -0.5 -0.4
-0.1 -0.1 0.2
0.0 0.0 0.1
0.0 0.0 0.0
0.0 0.0 0.0
0.0 -0.1 0.0
0.0 0.0 0.0
0.0 0.0 0.0
0.0 0.0 0.0
0.0 0.0 -0.1
0.0 0.0 0.0
-0.8 -0.1 1.4
0.3 1.0 0.0
0.3 0.5 -0.2
-0.6 -0.2 1.1
0.3 -1.4 -0.9
0.8 1.8 -1.1
-0.9 -1.3 1.4
0.5 -0.4 -0.9
0.5 -2.0 -1.0
0.0 0.0 0.0
0.0 0.0 0.0
0.0 0.0 0.0



| no. | electronic energy (Eh) |
| --- | --- |
| 1 | -3525.0595 |
| 2 | -6605.7673 |